Formula: C75H207F3N33O20P11
Source: the Open Molecules 2025 dataset
Level of theory: ωB97M-V/def2-TZVPD

Summary:
HOMO   -0.287 hartree
Total energy   -281584.70551 eV
F_max   8.38 eV/Å
Gap between HOMO and LUMO   7.570 eV
Energy relative to the best compared isomer or geometry (same formula, charge and spin)   183.3 kcal/mol

Element x y z (Å)
C1 1.83 5.65 1.35
C2 3.23 5.16 1.03
O1 3.76 6.38 0.72
C3 2.87 7.16 0.09
O2 3.07 8.26 -0.39
O3 1.64 6.60 0.42
F1 3.29 4.29 -0.05
H1 1.85 5.97 2.39
H2 1.05 4.89 1.41
H3 3.74 4.80 1.92
C4 1.14 8.00 4.25
C5 0.40 9.30 4.34
O4 -0.91 8.87 4.11
C6 -1.03 7.61 4.20
O5 -2.14 7.01 4.36
O6 0.12 7.02 4.33
F2 0.80 10.14 3.44
H4 1.88 7.84 5.03
H5 1.73 8.13 3.34
H6 0.52 9.76 5.32
C7 1.06 -3.46 3.75
C8 0.13 -4.23 4.53
O7 0.14 -5.42 3.82
C9 0.48 -5.17 2.54
O8 0.27 -5.92 1.61
O9 1.04 -4.01 2.50
F3 -1.12 -3.76 4.52
H7 2.06 -3.85 3.98
H8 0.96 -2.38 3.72
H9 0.52 -4.37 5.54
O10 -4.30 -5.46 -4.24
P1 -3.28 -6.08 -5.13
N1 -1.80 -5.25 -5.02
C10 -1.54 -3.95 -5.71
C11 -1.21 -5.44 -3.74
N2 -3.74 -6.31 -6.76
C12 -4.62 -5.19 -7.36
C13 -3.95 -7.59 -7.44
N3 -2.70 -7.69 -4.67
C14 -3.35 -8.53 -3.80
C15 -1.43 -8.25 -5.24
H10 -0.82 -4.11 -6.51
H11 -1.14 -3.12 -5.12
H12 -2.42 -3.49 -6.17
H13 -1.93 -5.79 -3.00
H14 -1.09 -4.42 -3.36
H15 -0.24 -5.91 -3.86
H16 -5.51 -5.13 -6.74
H17 -4.17 -4.20 -7.46
H18 -5.07 -5.47 -8.31
H19 -3.29 -8.32 -6.99
H20 -4.92 -8.06 -7.25
H21 -3.74 -7.52 -8.51
H22 -3.56 -8.05 -2.84
H23 -4.30 -8.74 -4.30
H24 -2.76 -9.36 -3.40
H25 -1.58 -9.15 -5.84
H26 -0.73 -8.52 -4.45
H27 -1.04 -7.44 -5.85
O11 -3.52 -2.57 9.91
P2 -3.19 -1.15 9.69
N4 -4.49 -0.14 9.82
C16 -4.45 1.24 10.31
C17 -5.85 -0.54 9.43
N5 -2.52 -0.77 8.18
C18 -2.05 0.62 7.78
C19 -2.69 -1.59 7.05
N6 -2.02 -0.57 10.81
C20 -0.75 -1.16 10.70
C21 -2.49 -0.52 12.16
H28 -5.36 1.63 10.78
H29 -4.29 1.80 9.39
H30 -3.63 1.55 10.96
H31 -6.51 0.26 9.09
H32 -6.26 -1.16 10.22
H33 -5.72 -1.19 8.56
H34 -1.04 0.45 7.41
H35 -2.63 0.92 6.91
H36 -2.17 1.25 8.66
H37 -3.25 -2.46 7.40
H38 -3.45 -1.14 6.41
H39 -1.75 -1.97 6.66
H40 -0.82 -2.16 11.13
H41 -0.24 -1.15 9.74
H42 -0.04 -0.74 11.42
H43 -1.68 -0.40 12.88
H44 -2.95 -1.50 12.32
H45 -3.23 0.26 12.30
O12 -6.47 0.91 -6.54
P3 -6.40 0.59 -5.12
N7 -7.25 -0.80 -4.57
C22 -8.13 -1.48 -5.52
C23 -6.97 -1.41 -3.19
N8 -6.91 1.88 -4.05
C24 -6.46 1.96 -2.62
C25 -7.80 2.97 -4.48
N9 -4.77 0.23 -4.77
C26 -3.78 1.28 -4.98
C27 -4.22 -0.95 -5.03
H46 -9.16 -1.20 -5.30
H47 -8.03 -2.51 -5.16
H48 -7.96 -1.34 -6.58
H49 -6.06 -1.09 -2.68
H50 -7.02 -2.50 -3.27
H51 -7.85 -1.18 -2.59
H52 -5.57 1.33 -2.53
H53 -6.18 2.99 -2.38
H54 -7.28 1.57 -2.02
H55 -8.03 3.72 -3.72
H56 -7.40 3.46 -5.36
H57 -8.76 2.49 -4.70
H58 -4.29 2.24 -4.88
H59 -2.86 1.18 -4.40
H60 -3.31 1.35 -5.96
H61 -3.50 -1.21 -4.24
H62 -3.56 -0.79 -5.88
H63 -4.98 -1.72 -5.11
O13 6.64 -6.79 -1.11
P4 7.14 -5.56 -1.77
N10 8.73 -5.15 -1.37
C28 8.97 -3.74 -1.12
C29 9.62 -6.08 -0.67
N11 6.04 -4.22 -1.43
C30 5.73 -3.88 -0.06
C31 5.00 -3.74 -2.32
N12 7.34 -5.78 -3.48
C32 7.67 -4.78 -4.49
C33 6.66 -6.94 -4.05
H64 9.95 -3.29 -1.30
H65 8.51 -3.42 -0.18
H66 8.52 -3.07 -1.86
H67 10.68 -5.84 -0.60
H68 9.55 -7.05 -1.17
H69 9.15 -6.29 0.29
H70 6.63 -4.00 0.54
H71 5.36 -2.86 0.00
H72 4.97 -4.56 0.33
H73 4.93 -2.65 -2.32
H74 5.47 -3.90 -3.29
H75 4.05 -4.22 -2.07
H76 8.67 -4.48 -4.19
H77 7.68 -5.30 -5.44
H78 6.98 -3.93 -4.52
H79 7.14 -7.22 -4.99
H80 5.61 -6.71 -4.23
H81 6.94 -7.67 -3.29
O14 3.16 0.21 -3.35
P5 2.28 0.67 -4.46
N13 1.18 -0.56 -4.86
C34 -0.21 -0.19 -4.50
C35 1.62 -1.95 -5.02
N14 3.14 1.06 -5.81
C36 2.47 1.19 -7.17
C37 4.47 1.52 -5.75
N15 1.49 2.13 -4.18
C38 1.51 2.58 -2.75
C39 0.81 3.13 -5.02
H82 -0.87 -0.60 -5.27
H83 -0.49 0.86 -4.56
H84 -0.28 -0.62 -3.50
H85 1.95 -2.14 -6.04
H86 0.70 -2.52 -4.94
H87 2.33 -2.18 -4.23
H88 1.47 0.76 -7.26
H89 2.41 2.25 -7.40
H90 3.10 0.72 -7.93
H91 5.17 0.90 -5.19
H92 4.99 1.68 -6.69
H93 4.32 2.35 -5.05
H94 0.65 2.14 -2.24
H95 2.37 2.08 -2.30
H96 1.59 3.64 -2.50
H97 0.10 2.51 -5.57
H98 1.50 3.71 -5.63
H99 0.17 3.82 -4.48
O15 -2.40 0.22 1.47
P6 -1.10 0.43 0.75
N16 0.20 1.19 1.70
C40 -0.18 1.69 3.01
C41 1.50 1.71 1.24
N17 -1.21 1.29 -0.68
C42 -2.20 0.69 -1.57
C43 -1.33 2.74 -0.46
N18 -0.39 -1.02 0.14
C44 -0.91 -2.37 0.45
C45 0.86 -1.05 -0.77
H100 -0.96 1.05 3.42
H101 -0.48 2.73 3.12
H102 0.59 1.63 3.78
H103 1.43 2.58 0.59
H104 1.91 0.85 0.71
H105 1.99 1.87 2.19
H106 -3.06 0.71 -0.90
H107 -2.38 1.39 -2.38
H108 -1.84 -0.31 -1.84
H109 -0.53 3.30 0.02
H110 -1.46 3.08 -1.49
H111 -2.20 2.79 0.19
H112 -0.99 -2.69 1.49
H113 -1.93 -2.45 0.08
H114 -0.21 -3.09 0.02
H115 0.73 -1.85 -1.50
H116 1.82 -1.21 -0.27
H117 0.79 -0.29 -1.55
O16 4.06 -6.17 -9.17
P7 3.40 -6.56 -7.87
N19 1.68 -6.79 -7.95
C46 0.84 -5.56 -8.12
C47 1.12 -8.17 -8.40
N20 3.44 -5.42 -6.61
C48 2.72 -5.53 -5.37
C49 4.62 -4.45 -6.68
N21 4.07 -8.06 -7.16
C50 5.50 -8.28 -7.41
C51 3.57 -8.62 -5.94
H118 -0.04 -5.63 -7.47
H119 0.33 -5.65 -9.08
H120 1.19 -4.53 -8.04
H121 0.14 -8.19 -8.86
H122 1.03 -8.94 -7.62
H123 1.69 -8.67 -9.19
H124 1.80 -6.12 -5.37
H125 3.38 -5.97 -4.63
H126 2.51 -4.52 -5.02
H127 4.55 -3.71 -5.88
H128 5.57 -4.96 -6.84
H129 4.49 -4.02 -7.67
H130 5.89 -8.89 -6.60
H131 5.50 -8.81 -8.36
H132 6.10 -7.37 -7.41
H133 4.16 -9.42 -5.50
H134 2.51 -8.83 -6.08
H135 3.71 -7.88 -5.16
O17 8.33 -0.83 0.80
P8 7.69 0.37 1.37
N22 6.48 1.01 0.26
C52 5.53 2.07 0.58
C53 6.34 0.40 -1.02
N23 8.67 1.77 1.71
C54 8.01 2.96 2.18
C55 9.88 1.99 0.87
N24 6.75 0.08 2.78
C56 5.45 -0.58 2.56
C57 7.32 0.00 4.15
H136 5.91 3.03 0.24
H137 5.52 2.27 1.65
H138 4.51 1.82 0.27
H139 5.79 1.02 -1.73
H140 6.11 -0.65 -0.84
H141 7.23 0.50 -1.64
H142 7.58 3.70 1.50
H143 7.24 2.83 2.94
H144 8.76 3.50 2.76
H145 10.63 2.67 1.28
H146 10.25 1.00 0.60
H147 9.63 2.45 -0.09
H148 5.14 -1.26 3.35
H149 4.63 0.13 2.42
H150 5.55 -1.33 1.78
H151 8.27 0.54 4.22
H152 7.44 -1.01 4.53
H153 6.58 0.60 4.68
O18 -6.93 3.26 3.04
P9 -5.95 2.65 4.02
N25 -6.58 2.36 5.58
C58 -5.86 1.72 6.65
C59 -7.88 2.95 5.83
N26 -4.46 3.50 4.34
C60 -4.61 4.67 5.20
C61 -3.57 3.72 3.13
N27 -5.48 1.12 3.56
C62 -6.29 0.54 2.48
C63 -4.54 0.25 4.20
H154 -6.14 2.10 7.63
H155 -4.86 2.10 6.42
H156 -6.09 0.66 6.56
H157 -7.90 3.99 5.50
H158 -8.20 2.94 6.88
H159 -8.61 2.37 5.28
H160 -3.61 4.99 5.47
H161 -5.21 5.40 4.65
H162 -5.25 4.49 6.06
H163 -3.80 4.75 2.84
H164 -2.50 3.66 3.34
H165 -3.84 2.98 2.38
H166 -5.64 0.15 1.70
H167 -6.98 -0.27 2.72
H168 -6.95 1.14 1.85
H169 -3.97 0.76 4.98
H170 -3.91 -0.38 3.57
H171 -5.11 -0.50 4.76
O19 2.74 3.08 3.98
P10 2.75 2.87 5.46
N28 2.41 1.21 6.04
C64 2.31 0.90 7.48
C65 3.00 0.14 5.34
N29 1.56 3.82 6.28
C66 1.79 5.16 6.85
C67 0.09 3.40 6.23
N30 4.28 3.15 6.23
C68 5.43 3.82 5.55
C69 4.20 3.49 7.69
H172 1.77 1.69 8.01
H173 3.27 0.91 7.98
H174 1.98 -0.12 7.68
H175 4.08 0.14 5.43
H176 2.83 0.45 4.30
H177 2.45 -0.79 5.51
H178 2.27 5.82 6.12
H179 0.83 5.45 7.27
H180 2.48 5.26 7.69
H181 -0.54 4.11 5.69
H182 -0.16 2.42 5.80
H183 -0.27 3.40 7.25
H184 5.37 4.87 5.27
H185 6.33 3.76 6.16
H186 5.60 3.21 4.67
H187 4.97 2.90 8.19
H188 3.25 3.25 8.16
H189 4.40 4.53 7.95
O20 -4.21 4.56 -1.95
P11 -4.74 5.98 -1.72
N31 -3.85 6.92 -0.60
C70 -4.38 7.70 0.50
C71 -2.36 6.95 -0.66
N32 -6.35 5.94 -1.09
C72 -7.44 6.83 -1.54
C73 -6.68 5.20 0.14
N33 -4.92 7.21 -3.08
C74 -5.14 8.65 -2.83
C75 -5.53 6.67 -4.26
H190 -3.69 8.19 1.19
H191 -4.90 6.99 1.15
H192 -4.89 8.59 0.13
H193 -2.03 6.36 -1.52
H194 -1.93 6.52 0.24
H195 -2.07 7.99 -0.81
H196 -7.26 7.90 -1.45
H197 -7.85 6.32 -2.42
H198 -8.30 6.55 -0.93
H199 -6.89 5.93 0.93
H200 -7.55 4.59 -0.08
H201 -5.82 4.66 0.53
H202 -5.11 9.20 -3.77
H203 -6.10 8.99 -2.44
H204 -4.25 9.02 -2.33
H205 -4.88 5.79 -4.30
H206 -5.46 7.30 -5.14
H207 -6.57 6.37 -4.13